# 1
This record from OMol25 describes a cluster of 2 separate species, C2H10N2O in total at a distorted geometry. The level of theory is ωB97M-V/def2-TZVPD.

Geometry as ORCA input:
```
! wB97M-V def2-TZVPD RIJCOSX def2/J DEFGRID3
* xyz 0 1
H -1.00 -0.05 2.29
N -1.03 0.92 2.02
H 0.97 -1.33 0.02
C -0.08 -1.09 -0.21
H -1.91 1.32 1.76
H -0.19 -1.58 -1.18
H 1.98 -1.13 -2.42
H -0.11 2.16 0.56
N -0.37 0.32 -0.29
C -0.09 1.12 0.90
H 0.90 0.87 1.26
H 1.12 -0.06 -1.93
H -0.62 -1.70 0.51
O 1.75 -0.24 -2.65
H -1.31 0.46 -0.61
*
```

Its structure (SMILES) is CNCN.O. The LUMO energy comes out at 0.8513 eV. For the strongest force on any atom, the calculation gives 1.8 eV/Å. The calculation puts the HOMO-LUMO gap at 9.9 eV.



# 2
This record from OMol25 describes an isolated molecule of C3H2BrClO at a distorted geometry. The level of theory is ωB97M-V/def2-TZVPD.

Geometry as ORCA input:
```
! wB97M-V def2-TZVPD RIJCOSX def2/J DEFGRID3
* xyz 0 3
Br 2.25 0.37 0.02
C -0.45 1.27 0.09
C -0.20 -1.24 -0.07
H -1.30 -1.23 -0.23
H -1.50 1.05 0.21
O 0.11 2.32 -0.11
C 0.34 0.07 0.10
Cl 0.77 -2.62 -0.01
*
```

The LUMO energy (spin up / spin down) comes out at 0.4765 / -3.2607 eV. For the strongest force on any atom, the calculation gives 3.6 eV/Å. The calculation puts the HOMO-LUMO gap (spin up / spin down) at 7.7 / 6.8 eV. As for the expectation value of S²: 2.02.



# 3
This record from OMol25 describes a structure of composition C27H57I2N4O9P3 at a distorted geometry. The level of theory is ωB97M-V/def2-TZVPD.

Geometry as ORCA input:
```
! wB97M-V def2-TZVPD RIJCOSX def2/J DEFGRID3
* xyz 0 1
H -0.37 5.57 2.90
N 2.08 0.87 -1.12
C -5.28 0.74 3.82
H 4.94 -7.08 -3.66
C 1.22 -3.02 0.70
H 0.44 -0.41 -5.89
H 3.81 -6.73 -5.80
H -1.58 4.85 0.03
O -2.23 2.35 4.45
P 1.29 0.42 2.51
H -3.46 -0.14 -1.84
C 2.04 1.71 3.62
H 3.21 3.16 2.44
H 2.67 -4.01 1.94
H -4.15 -0.83 2.90
C -1.99 -0.33 0.81
H -5.29 0.08 4.68
H 2.26 1.13 4.52
O 3.55 -6.30 -1.43
H -1.96 -0.77 1.80
H -3.16 1.40 0.10
C -2.13 3.99 0.42
C 3.81 -5.13 -2.07
H 3.11 3.59 0.21
O -3.73 0.98 2.02
C 2.75 -0.22 1.64
H 0.80 4.23 2.75
H 3.10 -8.17 -5.06
H 3.52 -8.26 -2.11
H 1.04 -4.51 2.23
H 0.01 -1.78 1.93
C -3.25 0.54 0.75
C 0.84 2.42 0.53
H -4.26 3.54 0.04
H -2.32 2.57 -2.27
C -0.63 0.22 0.34
N -0.96 1.93 2.18
H 2.10 -7.27 -2.52
O -1.88 -0.16 3.73
O 3.96 -4.09 -1.53
H -2.20 -1.18 0.17
P -1.52 3.59 2.12
H -5.47 -0.14 1.88
C 0.06 1.33 1.28
N 3.19 2.65 -0.17
H -3.91 2.09 -1.65
C -3.63 4.33 0.44
C 1.09 -0.73 -5.07
H 1.35 2.99 1.30
C 3.34 2.42 3.22
O -3.88 2.31 -3.62
H -1.89 3.15 -0.23
C 3.89 -6.75 -3.65
H 1.31 0.46 -1.62
H 0.12 3.12 0.14
C 1.66 -3.64 2.04
H -0.85 -2.58 0.65
H -4.78 1.68 4.04
C 0.29 -0.83 -3.81
H 2.97 0.74 -1.54
I 0.41 -2.75 -2.99
C -2.78 0.46 -2.44
H 0.25 5.12 1.33
H 1.91 -0.02 -4.97
C -0.06 4.72 2.29
O 0.22 -0.87 0.06
H 2.05 -2.60 0.15
C -0.44 0.17 -3.25
H -4.07 -0.06 0.33
C -3.18 1.94 -2.44
H 1.83 4.04 -1.55
O 3.88 -5.34 -3.41
H -2.88 0.07 -3.46
C -4.67 0.08 2.58
H 2.51 -0.80 0.76
H -1.39 -0.96 -1.79
H 2.24 -6.61 -5.02
H -3.41 1.97 -4.38
C 3.22 -7.09 -4.96
P -1.14 1.32 3.80
H -1.30 -0.76 4.21
H 0.87 -3.86 0.09
C -1.32 0.10 -2.00
H 3.25 -0.89 2.35
C 0.07 -2.02 0.87
H -3.82 5.26 -0.09
I -0.35 2.01 -4.30
H -2.37 2.06 5.36
N 1.51 3.10 -1.75
H 1.30 2.44 3.92
C 3.19 -7.27 -2.41
H 3.49 0.52 1.33
H 1.49 -1.70 -5.36
O -0.85 0.90 -0.93
H 4.15 1.74 2.98
H 3.68 2.98 4.09
H 3.77 2.72 -1.00
H 1.55 -2.94 2.86
H 0.52 3.10 -1.92
H -3.95 4.49 1.47
C 1.87 2.18 -0.61
H -6.33 0.99 3.62
*
```

The LUMO energy comes out at 0.0651 eV. For the strongest force on any atom, the calculation gives 2.3 eV/Å. The calculation puts the HOMO-LUMO gap at 6.9 eV.



- Which value of strongest force on any atom does entry 1 give?
  1.8 eV/Å



- The lowest strongest force on any atom belongs to which entry?
  C2H10N2O